ORCA calculation (ωB97M-V/def2-TZVPD) on a 4-piece molecular cluster, C16H20F12O8 overall at a distorted geometry.

Cartesian coordinates (Å):
C -3.39773 -11.43424 -7.00683
C -3.95645 -11.31242 -5.57380
O -4.37162 -10.07815 -5.22916
C -3.48747 -9.10505 -4.89362
O -2.28907 -9.30534 -4.70565
C -4.09304 -7.72113 -4.84437
F -3.51597 -6.90757 -5.67306
F -5.36651 -7.71990 -5.18907
F -3.91194 -7.22094 -3.63500
H -2.54913 -10.75920 -7.11776
H -4.14602 -11.15899 -7.75008
H -2.99996 -12.42246 -7.23773
H -3.12347 -11.58332 -4.92506
H -4.79338 -12.00307 -5.47056
C -1.55136 3.64394 11.10510
C -0.99379 2.23860 10.61047
O -1.86757 1.91862 9.56032
C -1.46389 1.48797 8.34672
O -0.31859 1.16291 8.12706
C -2.67075 1.28803 7.40354
F -2.73728 0.02564 7.09012
F -3.76340 1.75584 7.88693
F -2.53853 1.93884 6.24527
H -1.53827 4.42813 10.34814
H -1.07076 4.08149 11.98011
H -2.58382 3.43913 11.38831
H -0.98016 1.46474 11.37796
H -0.00433 2.42520 10.19304
C -2.09608 0.69255 -2.10672
C -1.27161 0.45339 -3.33151
O -1.24226 1.61237 -4.13706
C -2.27991 2.22322 -4.74921
O -3.45738 2.17933 -4.31027
C -2.02055 3.09765 -5.97604
F -0.72000 3.47941 -5.91253
F -2.43779 2.52985 -7.15302
F -2.60478 4.24487 -5.91307
H -3.10711 0.30152 -2.22073
H -1.97417 1.67860 -1.65842
H -1.54422 0.20668 -1.30206
H -1.76115 -0.37047 -3.85084
H -0.22601 0.23100 -3.11850
C 8.60393 7.57425 0.91386
C 8.82278 6.39567 -0.06161
O 7.60356 5.71889 -0.47772
C 6.69175 5.15525 0.34051
O 6.91044 5.04525 1.51918
C 5.31445 4.79126 -0.28208
F 4.50507 5.23061 0.54750
F 5.09048 5.27953 -1.50806
F 5.05476 3.47576 -0.30249
H 8.02239 8.38521 0.47541
H 9.49604 8.14595 1.16958
H 7.99976 7.29618 1.77744
H 9.56161 5.66549 0.26862
H 9.15026 6.71342 -1.05151

Output
SMILES: CCOC(=O)C(F)(F)F.CCOC(=O)C(F)(F)F.CCOC(=O)C(F)(F)F.CCOC(=O)C(F)(F)F
DFT total energy, eV: -65904.3320
Frontier orbital gap, eV: 11.6
Maximum force, eV/A: 5.8
ΔE to the lowest compared entry with this formula, charge and spin, kJ/mol: 339.0
Molar mass, g mol⁻¹: 568.3